Record 1
Here is 2 unconnected molecules or ions with the total composition C6H12O from the Open Molecules 2025 dataset. Energies are from ωB97M-V with the def2-TZVPD basis set.

As for the energy above the lowest of the compared OMol25 structures with the same formula, charge and spin: 190.1 kJ/mol. Its largest force on an atom is 0.43 eV/Å. The SMILES is C=CCCC.C=O. The HOMO-LUMO gap comes out at 10.7 eV. The spin multiplicity is 1.

Last column: Mulliken charge in e.
Cartesian coordinates (Å):
C1 -2.284 0.448 -0.129  -1.097
C2 -1.093 0.617 -0.697  -0.094
C3 0.118 1.166 0.003  -0.367
C4 1.497 0.812 -0.587  -0.399
C5 2.327 -0.243 0.142  -1.146
H1 -3.151 0.096 -0.678  0.328
H2 -2.447 0.679 0.919  0.366
H3 -0.969 0.356 -1.747  0.294
H4 0.082 0.924 1.071  0.313
H5 -0.015 2.249 -0.066  0.321
H6 2.089 1.728 -0.629  0.277
H7 1.370 0.507 -1.628  0.295
H8 2.517 0.050 1.177  0.301
H9 1.830 -1.212 0.182  0.262
H10 3.300 -0.364 -0.352  0.365
C6 -1.295 -1.943 0.747  -0.205
O1 -0.329 -1.733 1.437  -0.416
H11 -2.327 -1.900 1.150  0.318
H12 -1.219 -2.238 -0.316  0.286

***

Record 2
Here is C6H12O in the gas phase from the Open Molecules 2025 dataset. Energies are from ωB97M-V with the def2-TZVPD basis set.

As for the energy above the lowest of the compared OMol25 structures with the same formula, charge and spin: 2.1 kJ/mol. Its largest force on an atom is 0.32 eV/Å. The SMILES is CC1(O)CCCC1. The HOMO-LUMO gap comes out at 11.2 eV. The spin multiplicity is 1.

Last column: Mulliken charge in e.
Cartesian coordinates (Å):
C1 -1.394 -0.572 1.517  -1.824
C2 -0.221 -0.381 0.562  1.301
O1 0.804 -1.341 0.834  -0.598
C3 -0.607 -0.439 -0.920  -1.012
C4 0.641 0.090 -1.636  -0.497
C5 1.205 1.174 -0.683  -0.546
C6 0.475 0.980 0.667  -0.967
H1 -1.913 -1.516 1.310  0.382
H2 -2.122 0.241 1.418  0.364
H3 -1.039 -0.601 2.552  0.369
H4 0.570 -2.166 0.393  0.393
H5 -0.906 -1.448 -1.234  0.401
H6 -1.467 0.221 -1.094  0.342
H7 1.367 -0.721 -1.752  0.244
H8 0.419 0.477 -2.635  0.386
H9 1.025 2.179 -1.078  0.322
H10 2.288 1.066 -0.570  0.249
H11 -0.276 1.764 0.823  0.289
H12 1.152 0.991 1.527  0.404

***

Record 3
Here is 2 unconnected molecules or ions with the total composition C6H12O2 in a non-equilibrium geometry from the Open Molecules 2025 dataset. Energies are from ωB97M-V with the def2-TZVPD basis set.

As for the energy above the lowest of the compared OMol25 structures with the same formula, charge and spin: 336.9 kJ/mol. Its largest force on an atom is 2.18 eV/Å. The SMILES is CO[C@@H](C)O.C#CC. The HOMO-LUMO gap comes out at 10.8 eV. The spin multiplicity is 1.

Last column: Mulliken charge in e.
Cartesian coordinates (Å):
C1 1.239 -0.520 2.164  -0.807
O1 0.842 -0.501 0.818  -0.381
C2 1.344 0.597 -0.161  0.235
C3 1.456 -0.216 -1.429  -1.015
O2 0.508 1.679 -0.218  -0.498
H1 0.666 -1.309 2.665  0.244
H2 2.311 -0.741 2.249  0.293
H3 1.031 0.429 2.673  0.335
H4 2.306 0.939 0.233  0.447
H5 2.420 -0.082 -1.912  0.292
H6 1.334 -1.252 -1.028  0.307
H7 0.625 -0.013 -2.100  0.279
H8 -0.352 1.412 -0.587  0.168
C4 -2.256 0.881 -1.887  0.249
C5 -2.258 0.209 -0.893  -0.257
C6 -2.236 -0.584 0.315  -0.864
H9 -2.293 1.444 -2.775  0.360
H10 -2.821 -0.094 1.093  0.292
H11 -2.656 -1.571 0.118  0.303
H12 -1.209 -0.705 0.661  0.020

***

Record 4
Here is 2 unconnected molecules or ions with the total composition C6H12O2 in a non-equilibrium geometry from the Open Molecules 2025 dataset. Energies are from ωB97M-V with the def2-TZVPD basis set.

As for the energy above the lowest of the compared OMol25 structures with the same formula, charge and spin: 279.2 kJ/mol. Its largest force on an atom is 3.90 eV/Å. The SMILES is C/C=C(\C)O.CC=O. The HOMO-LUMO gap comes out at 9.6 eV. The spin multiplicity is 1.

Last column: Mulliken charge in e.
Cartesian coordinates (Å):
C1 -1.597 1.356 -1.623  -1.165
C2 -0.880 -0.036 -1.430  -0.266
C3 -1.074 -0.806 -0.344  0.552
C4 -1.482 -0.289 0.948  -1.252
O1 -0.784 -2.137 -0.222  -0.478
H1 -1.382 1.987 -0.803  0.334
H2 -1.235 1.884 -2.482  0.363
H3 -2.720 1.176 -1.623  0.254
H4 -0.613 -0.544 -2.378  0.346
H5 -2.346 0.237 0.646  0.408
H6 -0.797 0.404 1.430  0.365
H7 -1.731 -1.060 1.652  0.275
H8 -1.191 -2.564 -0.966  0.320
C5 3.027 -0.278 0.831  -0.942
C6 1.916 0.469 1.413  0.662
O2 1.993 1.393 2.210  -0.517
H9 3.045 0.125 -0.285  0.219
H10 2.913 -1.333 0.739  0.333
H11 4.017 -0.007 1.326  0.284
H12 0.922 0.022 0.963  -0.094

***

Record 5
Here is a molecular structure, C6H12O2 in a non-equilibrium geometry from the Open Molecules 2025 dataset. Energies are from ωB97M-V with the def2-TZVPD basis set.

As for the energy above the lowest of the compared OMol25 structures with the same formula, charge and spin: 308.5 kJ/mol. Its largest force on an atom is 4.51 eV/Å. The HOMO-LUMO gap comes out at 8.5 eV. The spin multiplicity is 1.

Last column: Mulliken charge in e.
Cartesian coordinates (Å):
C1 -0.783 0.522 0.010  1.043
C2 -1.571 0.609 1.290  -1.433
C3 -0.257 -1.939 0.390  -1.623
C4 2.228 0.883 -0.692  -1.165
C5 0.152 -0.591 -0.157  0.758
C6 1.487 -0.364 -0.346  -0.454
O1 -0.419 1.717 -0.533  -0.455
O2 -1.574 -0.447 -1.309  -0.699
H1 -1.116 2.367 -0.378  0.277
H2 -1.152 -0.151 -2.124  0.306
H3 2.128 -1.226 -0.191  0.344
H4 -2.082 1.568 1.389  0.457
H5 -2.348 -0.155 1.300  0.359
H6 -0.922 0.439 2.145  0.287
H7 -0.051 -2.005 1.461  0.266
H8 0.288 -2.717 -0.139  0.463
H9 -1.316 -2.143 0.253  0.374
H10 2.222 1.049 -1.773  0.242
H11 1.821 1.784 -0.233  0.289
H12 3.265 0.800 -0.362  0.365

***

Record 6
Here is 2 unconnected molecules or ions with the total composition C6H12O2 in a non-equilibrium geometry from the Open Molecules 2025 dataset. Energies are from ωB97M-V with the def2-TZVPD basis set.

As for the energy above the lowest of the compared OMol25 structures with the same formula, charge and spin: 257.5 kJ/mol. As for the expectation value of S²: 0.757. Its largest force on an atom is 1.78 eV/Å. The HOMO-LUMO gap (spin up / spin down) comes out at 7.6 / 3.8 eV. The net charge is +1. The spin multiplicity is 2.

Last column: Löwdin spin population.
Cartesian coordinates (Å):
O1 -1.608 2.610 -0.325  0.612
C1 -0.866 1.680 -0.358  0.127
C2 -0.986 0.642 0.748  0.114
C3 0.311 0.510 1.544  0.036
C4 1.445 0.009 0.632  0.010
C5 1.191 -2.456 0.709  0.000
C6 1.219 -1.342 -0.012  0.001
H1 -0.216 1.510 -1.239  0.062
H2 -1.879 0.923 1.296  -0.002
H3 -1.192 -0.356 0.349  0.006
H4 0.037 -0.239 2.295  0.019
H5 0.711 1.373 2.073  0.002
H6 1.652 0.716 -0.182  0.005
H7 2.345 0.059 1.248  0.002
H8 1.094 -2.452 1.794  0.000
H9 1.056 -3.462 0.332  0.000
H10 1.396 -1.436 -1.067  0.000
H11 -0.844 -0.436 -2.879  0.000
H12 -1.125 -1.579 -1.840  0.000
O2 -0.441 -1.142 -2.360  0.006

***

Record 7
Here is 2 unconnected molecules or ions with the total composition C6H12O2 in a non-equilibrium geometry from the Open Molecules 2025 dataset. Energies are from ωB97M-V with the def2-TZVPD basis set.

As for the energy above the lowest of the compared OMol25 structures with the same formula, charge and spin: 228.6 kJ/mol. As for the expectation value of S²: 0.757. Its largest force on an atom is 4.57 eV/Å. The HOMO-LUMO gap (spin up / spin down) comes out at 5.9 / 2.2 eV. The net charge is +1. The spin multiplicity is 2.

Last column: Löwdin spin population.
Cartesian coordinates (Å):
C1 -18.864 19.668 -21.697  0.000
C2 -18.756 19.349 -20.255  0.000
O1 -19.547 18.589 -19.677  0.000
C3 -17.665 19.955 -19.587  0.000
H1 -17.981 19.632 -22.336  0.000
H2 -19.263 20.678 -21.608  0.000
H3 -19.726 19.127 -22.087  0.000
H4 -17.414 19.551 -18.607  0.000
H5 -17.968 20.999 -19.507  0.000
H6 -16.733 19.986 -20.153  0.000
C4 -13.261 22.687 -24.975  0.084
C5 -14.657 22.795 -24.327  0.101
O2 -15.451 23.655 -24.688  0.731
C6 -15.044 21.775 -23.323  0.074
H7 -13.234 21.825 -25.641  0.003
H8 -12.496 22.391 -24.257  0.005
H9 -12.965 23.551 -25.569  -0.001
H10 -14.782 21.875 -22.270  0.000
H11 -14.300 20.997 -23.490  0.004
H12 -16.060 21.424 -23.502  -0.001

***

Record 8
Here is 2 unconnected molecules or ions with the total composition C6H12O2S3 in a non-equilibrium geometry from the Open Molecules 2025 dataset. Energies are from ωB97M-V with the def2-TZVPD basis set.

As for the energy above the lowest of the compared OMol25 structures with the same formula, charge and spin: 193.1 kJ/mol. Its largest force on an atom is 4.62 eV/Å. The HOMO-LUMO gap comes out at 8.6 eV. The spin multiplicity is 1.

Last column: Mulliken charge in e.
Cartesian coordinates (Å):
C1 0.041 -0.507 -1.491  -0.589
C2 1.788 -0.428 -0.329  -1.175
C3 1.336 0.265 -1.543  0.399
C4 0.597 -1.384 -0.480  0.099
C5 1.513 1.858 -1.328  -1.530
C6 -3.310 0.612 2.142  -0.152
O1 -0.614 -0.107 1.439  -0.452
O2 1.080 -2.089 2.030  -0.514
S1 -4.167 -0.729 1.848  -0.230
S2 -2.708 1.690 0.894  -0.125
S3 -0.294 -1.508 1.200  0.496
H1 -0.655 0.159 -1.007  -0.021
H2 -0.302 -1.098 -2.299  0.358
H3 2.673 -0.956 -0.202  0.462
H4 1.502 0.302 0.440  0.275
H5 1.869 0.061 -2.508  0.298
H6 0.805 -2.417 -0.781  0.495
H7 0.895 2.271 -0.556  0.400
H8 1.072 2.300 -2.254  0.380
H9 2.533 2.163 -1.237  0.351
H10 -3.023 0.870 3.208  0.288
H11 0.812 -2.477 2.861  0.334
H12 -3.442 1.151 -0.047  0.156

***

Record 9
Here is C6H12O3 in the gas phase in a non-equilibrium geometry from the Open Molecules 2025 dataset. Energies are from ωB97M-V with the def2-TZVPD basis set.

As for the energy above the lowest of the compared OMol25 structures with the same formula, charge and spin: 206.5 kJ/mol. Its largest force on an atom is 1.46 eV/Å. The SMILES is C[C@H](O)[C@@](C)(O)[C@H]1CO1. The HOMO-LUMO gap comes out at 10.8 eV. The spin multiplicity is 1.

Last column: Mulliken charge in e.
Cartesian coordinates (Å):
C1 -0.241 -1.107 -1.678  -1.447
C2 0.827 -0.623 -0.705  0.289
O1 1.684 -1.711 -0.450  -0.584
C3 0.278 -0.038 0.651  1.299
C4 -1.073 -0.605 1.073  -1.974
O2 1.247 -0.310 1.663  -0.698
C5 0.250 1.484 0.554  -0.407
C6 -0.652 2.230 -0.317  -0.440
O3 -0.837 2.196 1.065  -0.500
H1 0.255 -1.472 -2.571  0.388
H2 -0.798 -1.927 -1.245  0.355
H3 -0.913 -0.308 -1.953  0.323
H4 1.410 0.185 -1.187  0.270
H5 2.284 -1.448 0.266  0.373
H6 -0.997 -1.685 1.202  0.528
H7 -1.841 -0.389 0.337  0.388
H8 -1.364 -0.146 2.018  0.444
H9 0.991 -1.129 2.126  0.369
H10 1.222 1.921 0.780  0.535
H11 -1.395 1.700 -0.902  0.191
H12 -0.336 3.182 -0.729  0.301

***

Record 10
Here is C6H12O3S3 in the gas phase in a non-equilibrium geometry from the Open Molecules 2025 dataset. Energies are from ωB97M-V with the def2-TZVPD basis set.

As for the expectation value of S²: 2.011. Its largest force on an atom is 2.88 eV/Å. The HOMO-LUMO gap (spin up / spin down) comes out at 5.7 / 7.7 eV. The spin multiplicity is 3.

Last column: Löwdin spin population.
Cartesian coordinates (Å):
C1 -0.724 -0.537 -0.026  0.008
C2 -4.220 -1.122 -0.427  0.000
C3 3.896 1.389 -1.449  0.049
C4 1.151 -0.581 2.539  0.269
C5 -3.188 -0.334 -1.208  0.000
C6 1.523 1.418 -0.136  0.776
O1 -1.174 0.284 0.728  0.001
O2 2.908 -0.704 0.582  0.076
O3 0.515 -1.009 0.013  0.001
S1 -1.602 -1.241 -1.360  0.003
S2 3.019 2.307 -0.142  0.271
S3 1.668 -0.045 0.824  0.455
H1 -4.375 -2.099 -0.876  0.000
H2 -3.899 -1.253 0.603  0.000
H3 -5.167 -0.584 -0.430  0.000
H4 4.380 0.523 -1.007  0.003
H5 4.627 2.061 -1.889  0.004
H6 3.162 1.079 -2.186  0.006
H7 1.891 -0.156 3.202  0.006
H8 0.162 -0.196 2.742  0.007
H9 1.186 -1.662 2.548  0.036
H10 -2.950 0.609 -0.715  0.000
H11 -3.514 -0.150 -2.232  0.000
H12 0.725 2.004 0.301  0.029

***

Record 11
Here is a molecular structure, C6H12O4 in a non-equilibrium geometry from the Open Molecules 2025 dataset. Energies are from ωB97M-V with the def2-TZVPD basis set.

As for the energy above the lowest of the compared OMol25 structures with the same formula, charge and spin: 705.9 kJ/mol. Its largest force on an atom is 2.58 eV/Å. The HOMO-LUMO gap (spin up / spin down) comes out at 6.7 / 6.7 eV. The spin multiplicity is 1.

Last column: Mulliken charge in e.
Cartesian coordinates (Å):
C1 1.397 1.825 0.845  -1.264
C2 1.746 0.544 0.120  0.190
O1 1.681 -0.654 0.928  -0.443
C3 0.662 -1.256 0.106  0.258
C4 -0.610 -1.558 0.893  -0.606
O2 -0.379 -2.575 1.831  -0.542
C5 0.702 -0.049 -0.780  0.579
C6 -0.884 0.170 -1.946  -0.862
O3 0.566 0.197 -2.030  -0.388
H1 0.397 1.764 1.293  0.292
H2 2.141 2.008 1.631  0.358
H3 1.420 2.661 0.134  0.353
H4 2.725 0.618 -0.381  0.328
H5 1.028 -2.165 -0.403  0.309
H6 -0.980 -0.637 1.369  0.345
H7 -1.390 -1.900 0.201  0.301
H8 0.171 -2.234 2.543  0.346
H9 -1.213 -0.862 -2.112  0.365
H10 -1.212 0.848 -2.737  0.386
H11 -1.831 0.620 -1.041  0.368
O4 -2.801 0.957 -0.062  -0.869
H12 -3.338 1.680 -0.400  0.198

***

Record 12
Here is 2 unconnected molecules or ions with the total composition C6H12O4 in a non-equilibrium geometry from the Open Molecules 2025 dataset. Energies are from ωB97M-V with the def2-TZVPD basis set.

As for the energy above the lowest of the compared OMol25 structures with the same formula, charge and spin: 105.2 kJ/mol. Its largest force on an atom is 4.61 eV/Å. The SMILES is COC(C)=O.COC(C)=O. The HOMO-LUMO gap comes out at 11.1 eV. The spin multiplicity is 1.

Last column: Mulliken charge in e.
Cartesian coordinates (Å):
C1 1.297 0.078 2.521  -0.747
O1 1.646 -0.480 1.278  -0.268
C2 1.278 -1.717 1.003  0.708
C3 1.281 -1.983 -0.475  -0.662
O2 0.896 -2.554 1.817  -0.595
H1 0.533 -0.536 3.026  0.345
H2 0.924 1.114 2.449  0.248
H3 2.213 0.077 3.136  0.297
H4 1.716 -1.083 -0.942  0.208
H5 0.197 -1.996 -0.678  0.114
H6 1.736 -2.875 -0.938  0.354
C4 -2.500 0.059 -0.177  -0.745
O3 -1.272 0.616 -0.536  -0.161
C5 -1.201 1.547 -1.545  0.657
C6 0.197 1.920 -1.859  -0.795
O4 -2.159 2.076 -2.181  -0.591
H7 -2.350 -0.443 0.793  0.238
H8 -2.792 -0.698 -0.924  0.312
H9 -3.324 0.786 -0.073  0.337
H10 0.714 1.885 -0.885  0.236
H11 0.246 2.952 -2.247  0.297
H12 0.725 1.255 -2.562  0.213

***

Number 1: E_tot -310.9869 Ha. Number 2: E_tot -311.0585 Ha. Number 3: E_tot -386.1918 Ha. Number 4: E_tot -386.2138 Ha. Number 5: E_tot -386.2026 Ha. Number 6: E_tot -385.8837 Ha. Number 7: E_tot -385.8947 Ha. Number 8: E_tot -1580.7375 Ha. Number 9: E_tot -461.4873 Ha. Number 10: E_tot -1655.8833 Ha. Number 11: E_tot -536.5363 Ha. Number 12: E_tot -536.7651 Ha.